No. 1
Formula: C6H14OS
Source: the Open Molecules 2025 dataset
Level of theory: wB97M-V/def2-TZVPD

XYZ file:
```
22
C6H14OS, DFT wB97M-V/def2-TZVPD
C 2.648 1.000 -0.827
C 2.105 2.152 -0.481
C 0.657 2.453 -0.667
O 0.073 2.687 0.619
H 3.714 0.845 -0.675
H 2.059 0.198 -1.249
H 2.731 2.915 -0.038
H 0.546 3.355 -1.279
H 0.167 1.616 -1.166
H -0.881 2.709 0.505
C 0.055 -3.459 0.525
C -1.041 -2.577 -0.026
S -0.745 -0.837 0.497
C -2.276 -0.108 -0.106
H -0.100 -4.494 0.228
H 0.071 -3.433 1.607
H 1.026 -3.134 0.147
H -2.047 -2.825 0.310
H -1.024 -2.578 -1.112
H -2.647 -0.666 -0.959
H -3.051 -0.090 0.653
H -2.106 0.910 -0.454
```

Summary:
gap between HOMO and LUMO = 9.4 eV
ΔE to the lowest compared entry with this formula, charge and spin = 19.5 kcal/mol
HOMO energy = -8.504 eV
SMILES string = C=CCO.CCSC

***

No. 2
Formula: C6H14OS
Source: the Open Molecules 2025 dataset
Level of theory: wB97M-V/def2-TZVPD

XYZ file:
```
22
C6H14OS, DFT wB97M-V/def2-TZVPD
C -1.127 -1.430 -1.047
C -1.942 -1.825 0.174
C -1.190 -1.570 1.461
O -1.566 -0.793 2.291
H -0.729 -0.425 -0.914
H -1.717 -1.419 -1.962
H -0.325 -2.150 -1.216
H -2.862 -1.246 0.268
H -2.231 -2.881 0.152
H -0.246 -2.130 1.604
C 1.933 -0.086 -1.303
C 1.620 0.792 -0.079
S 0.641 2.248 -0.565
C 0.096 2.989 1.009
H 1.950 -1.133 -1.005
H 2.903 0.195 -1.707
H 1.172 0.004 -2.077
H 2.561 1.131 0.353
H 1.059 0.222 0.660
H -0.480 2.380 1.705
H 0.986 3.309 1.550
H -0.507 3.819 0.650
```

Summary:
gap between HOMO and LUMO = 9.4 eV
ΔE to the lowest compared entry with this formula, charge and spin = 6.4 kcal/mol
HOMO energy = -8.497 eV
SMILES string = CCC=O.CCSC

***

No. 3
Formula: C6H14OS
Source: the Open Molecules 2025 dataset
Level of theory: wB97M-V/def2-TZVPD

XYZ file:
```
22
C6H14OS, DFT wB97M-V/def2-TZVPD
C -1.199 1.988 1.138
S -0.041 0.679 1.227
C 1.730 1.062 1.099
O 0.046 -0.406 2.613
C -0.240 -0.524 -0.204
C 0.782 -1.575 0.092
C -1.629 -1.007 -0.170
C 0.038 0.143 -1.493
H -1.612 1.822 2.179
H -1.983 1.684 0.475
H 1.832 1.359 0.036
H 2.031 1.882 1.778
H 2.263 0.263 1.501
H 0.689 -2.437 -0.562
H 1.752 -1.086 0.056
H 0.572 -1.898 1.211
H -1.688 -2.017 -0.643
H -2.419 -0.411 -0.565
H -1.848 -1.119 0.918
H -0.600 1.162 -1.601
H 1.146 0.163 -1.634
H -0.439 -0.367 -2.322
```

Summary:
gap between HOMO and LUMO = 9.0 eV
ΔE to the lowest compared entry with this formula, charge and spin = 115.5 kcal/mol
HOMO energy = -8.407 eV
SMILES string = C=[S@@](C)(=O)C(C)(C)C

***

No. 4
Formula: C6H14OSi
Source: the Open Molecules 2025 dataset
Level of theory: wB97M-V/def2-TZVPD

XYZ file:
```
22
C6H14OSi, DFT wB97M-V/def2-TZVPD
C -0.051 3.112 1.043
C 0.260 1.874 1.249
C -2.515 -2.204 -0.431
C 2.490 0.969 -1.095
C -1.393 -1.319 0.182
C -0.222 -1.114 -0.801
O 1.447 -0.610 1.453
Si 1.145 0.505 0.284
H -0.320 3.782 1.906
H 0.395 3.659 0.116
H 0.081 1.487 2.251
H -2.067 -3.164 -0.793
H -3.393 -2.363 0.256
H -2.895 -1.680 -1.340
H 2.731 0.111 -1.695
H 1.916 1.779 -1.643
H 3.469 1.495 -0.909
H -1.818 -0.400 0.528
H -0.865 -1.866 1.068
H -0.580 -0.704 -1.719
H 0.582 -1.802 -0.925
H 1.604 -1.545 1.013
```

Summary:
gap between HOMO and LUMO = 8.9 eV
ΔE to the lowest compared entry with this formula, charge and spin = 71.0 kcal/mol
HOMO energy = -8.174 eV

***

No. 5
Formula: C6H14P
Source: the Open Molecules 2025 dataset
Level of theory: wB97M-V/def2-TZVPD

XYZ file:
```
21
C6H14P, DFT wB97M-V/def2-TZVPD
C -0.551 -0.184 0.481
C -0.103 0.582 1.555
C -0.977 1.570 2.209
C 1.276 0.448 2.063
C 1.115 0.011 -2.291
C -1.238 -1.462 -2.330
P -0.657 0.210 -1.886
H 0.044 -1.061 0.256
H -1.625 -0.302 0.412
H -2.014 1.484 1.896
H -0.629 2.579 1.974
H -0.907 1.477 3.292
H 1.258 -0.195 2.946
H 1.669 1.409 2.390
H 1.952 -0.006 1.342
H 1.662 0.934 -2.103
H 1.188 -0.218 -3.359
H 1.581 -0.809 -1.744
H -1.389 -1.450 -3.412
H -2.202 -1.679 -1.876
H -0.526 -2.250 -2.093
```

Summary:
net charge = +1
gap between HOMO and LUMO = 8.0 eV
ΔE to the lowest compared entry with this formula, charge and spin = 54.0 kcal/mol
HOMO energy = -13.715 eV

***

No. 6
Formula: C6H14S3
Source: the Open Molecules 2025 dataset
Level of theory: wB97M-V/def2-TZVPD

XYZ file:
```
23
C6H14S3, DFT wB97M-V/def2-TZVPD
C 2.187 2.483 -1.398
C 0.947 1.057 0.421
C -1.251 -2.071 -0.758
C -2.368 -0.626 1.209
C 1.305 -1.931 0.703
C -1.321 -0.792 0.090
S -0.137 2.438 1.002
S 0.313 -0.704 1.170
S 1.120 1.021 -1.395
H 1.888 3.240 -0.718
H 3.330 2.200 -1.279
H 1.931 1.350 0.985
H -0.989 -2.915 -0.092
H -2.040 -2.186 -1.483
H -0.435 -2.132 -1.477
H -2.551 -1.582 1.509
H -3.329 -0.193 0.809
H -2.047 -0.009 2.046
H 1.907 -1.778 -0.149
H 1.559 -2.419 1.543
H -1.311 0.205 -0.399
H -1.003 2.310 -0.018
H 2.293 3.035 -2.322
```

Summary:
gap between HOMO and LUMO = 7.8 eV
ΔE to the lowest compared entry with this formula, charge and spin = 102.4 kcal/mol
HOMO energy = -7.260 eV

***

No. 7
Formula: C6H14Si
Source: the Open Molecules 2025 dataset
Level of theory: wB97M-V/def2-TZVPD

XYZ file:
```
21
C6H14Si, DFT wB97M-V/def2-TZVPD
C -1.046 -2.166 0.172
C -0.099 -1.281 0.039
C -0.118 0.232 -0.405
C -1.463 0.930 -0.126
Si 0.385 -0.074 -2.183
C 0.940 0.862 0.515
C 0.914 0.320 1.917
H -0.902 -3.077 0.667
H -1.984 -2.144 -0.215
H 0.856 -1.691 0.190
H -2.172 0.016 0.090
H -1.824 1.430 -0.955
H -1.311 1.590 0.744
H 1.410 -0.988 -2.337
H 1.022 1.160 -2.603
H -0.817 -0.294 -2.839
H 0.653 1.878 0.454
H 1.889 0.710 0.096
H 1.321 -0.641 1.964
H 1.448 1.057 2.475
H -0.094 0.337 2.254
```

Summary:
gap between HOMO and LUMO = 10.0 eV
ΔE to the lowest compared entry with this formula, charge and spin = 62.0 kcal/mol
HOMO energy = -9.044 eV
SMILES string = C=C[C@](C)([SiH3])CC

***

No. 8
Formula: C6H15AlClI2OPS
Source: the Open Molecules 2025 dataset
Level of theory: wB97M-V/def2-TZVPD

XYZ file:
```
28
C6H15AlClI2OPS, DFT wB97M-V/def2-TZVPD
I -3.384 -0.589 3.829
I -0.429 1.541 2.292
Al -0.239 0.036 0.309
P -2.075 0.022 -1.153
C -2.304 1.584 -2.018
C -2.127 -1.231 -2.477
H -3.571 -1.116 0.365
H -4.455 -0.374 -1.046
H -3.868 0.595 0.349
C -3.653 -0.253 -0.301
H -1.909 -2.217 -2.049
H -3.119 -1.237 -2.958
H -3.246 1.548 -2.583
H -1.450 1.749 -2.685
H -1.353 -1.008 -3.221
H -2.329 2.393 -1.281
C 0.399 1.967 -0.528
O 0.866 3.020 -0.621
Cl -0.442 -2.051 0.692
C 2.575 -1.296 -2.335
S 2.114 -0.200 -0.970
C 3.064 -1.020 0.330
H 1.883 -1.162 -3.170
H 2.495 -2.330 -1.987
H 3.593 -1.073 -2.680
H 3.703 -1.795 -0.127
H 3.666 -0.238 0.819
H 2.329 -1.476 1.010
```

Summary:
net charge = +2
gap between HOMO and LUMO (spin up / spin down) = 4.4 / 5.7 eV
ΔE to the lowest compared entry with this formula, charge and spin = 21.7 kcal/mol
HOMO energy (spin up / spin down) = -16.149 / -16.151 eV